Record 1
The following is a quantum chemistry calculation of 6 unconnected molecules or ions with the total composition C34H54N2O16S, from the Open Molecules 2025 dataset.

Positions of all 107 atoms, in Å:
C 0.893 2.276 1.178
O 1.140 1.128 2.048
C 0.362 -0.027 1.641
C -0.976 -0.253 2.539
C -1.972 -1.351 1.887
C -1.345 -2.834 1.819
C -1.470 -3.373 0.302
C -0.205 -3.028 -0.640
C -0.783 -2.705 -2.124
C 0.406 -2.694 -3.209
C -0.041 -3.030 -4.715
C -1.117 -2.013 -5.351
S -1.153 -2.376 -7.213
C -2.640 -2.290 -4.852
N -3.540 -2.522 -4.064
C -0.707 -0.449 -5.234
C 0.877 -0.195 -5.376
N 2.077 -0.400 -5.373
H 0.788 3.198 1.871
H -0.081 2.174 0.577
H 1.802 2.417 0.469
H 1.013 -0.965 1.792
H 0.074 -0.024 0.517
H -1.536 0.739 2.755
H -0.612 -0.655 3.569
H -2.899 -1.389 2.575
H -2.248 -1.003 0.815
H -0.238 -2.876 2.189
H -1.939 -3.562 2.484
H -1.569 -4.532 0.335
H -2.410 -2.942 -0.205
H 0.448 -3.976 -0.696
H 0.464 -2.186 -0.241
H -1.609 -3.480 -2.341
H -1.306 -1.671 -2.136
H 1.142 -3.537 -2.892
H 0.982 -1.712 -3.090
H -0.428 -4.094 -4.882
H 0.916 -2.933 -5.368
H -2.190 -3.300 -7.379
H -1.184 0.068 -6.159
H -1.174 0.052 -4.315
C 4.122 -6.870 -0.776
C 3.949 -6.029 0.470
C 3.514 -6.811 1.674
O 2.828 -5.828 2.441
C 2.343 -4.914 1.553
O 1.546 -4.059 1.825
O 2.877 -5.104 0.314
H 4.979 -7.541 -0.682
H 3.228 -7.469 -0.974
H 4.269 -6.230 -1.650
H 4.862 -5.456 0.668
H 4.355 -7.224 2.234
H 2.810 -7.617 1.440
C 0.461 2.533 4.916
C 0.558 4.006 5.250
C 1.697 4.345 6.166
O 1.224 5.521 6.812
C -0.138 5.439 6.818
O -0.858 6.154 7.456
O -0.571 4.430 6.008
H 1.296 2.215 4.287
H 0.457 1.923 5.824
H -0.476 2.321 4.394
H 0.588 4.600 4.329
H 2.625 4.545 5.627
H 1.884 3.584 6.930
C -3.186 6.533 -0.983
C -2.294 6.070 0.149
C -1.186 5.158 -0.288
O -0.943 4.394 0.888
C -2.118 4.360 1.578
O -2.336 3.639 2.512
O -3.016 5.246 1.060
H -2.652 7.211 -1.653
H -3.555 5.684 -1.565
H -4.066 7.048 -0.588
H -1.911 6.934 0.705
H -0.289 5.701 -0.592
H -1.475 4.469 -1.089
C 4.557 1.213 1.275
C 4.554 0.248 0.110
C 3.698 -0.959 0.332
O 4.324 -1.932 -0.498
C 5.639 -1.580 -0.581
O 6.502 -2.281 -1.031
O 5.844 -0.329 -0.076
H 3.585 1.698 1.385
H 4.799 0.700 2.211
H 5.322 1.981 1.133
H 4.283 0.773 -0.813
H 2.662 -0.798 0.030
H 3.718 -1.325 1.364
C -5.892 1.330 -1.342
C -5.077 2.031 -2.407
C -4.505 1.104 -3.439
O -3.350 1.815 -3.874
C -2.953 2.589 -2.824
O -1.902 3.166 -2.764
O -3.904 2.615 -1.848
H -6.820 0.929 -1.755
H -5.327 0.509 -0.891
H -6.136 2.022 -0.531
H -5.667 2.832 -2.867
H -5.189 0.926 -4.270
H -4.182 0.141 -3.030

LUMO, eV: 0.094
Charge: 0
Relative energy (zero: lowest compared OMol25 entry of this formula, charge and spin), eV: 4.159
Frontier orbital gap, eV: 9.67
SMILES string: COCCCCCCCCC[C@@](S)(C#N)CC#N.C[C@@H]1COC(=O)O1.C[C@@H]1COC(=O)O1.C[C@@H]1COC(=O)O1.C[C@@H]1COC(=O)O1.C[C@@H]1COC(=O)O1
Strongest force on any atom, eV/Å: 6.9
Total energy, a.u.: -3039.3749

Löwdin population analysis, charges in e, atoms 1 to 99:
1 C -0.09
2 O -0.26
3 C -0.23
4 C -0.16
5 C -0.20
6 C -0.20
7 C -0.21
8 C -0.20
9 C -0.22
10 C -0.19
11 C -0.22
12 C -0.67
13 S 0.73
14 C -0.17
15 N 0.13
16 C -0.16
17 C -0.15
18 N 0.13
19 H 0.09
20 H 0.10
21 H 0.09
22 H 0.11
23 H 0.12
24 H 0.11
25 H 0.12
26 H 0.11
27 H 0.11
28 H 0.09
29 H 0.11
30 H 0.12
31 H 0.10
32 H 0.10
33 H 0.09
34 H 0.11
35 H 0.11
36 H 0.12
37 H 0.11
38 H 0.13
39 H 0.11
40 H -0.10
41 H 0.11
42 H 0.12
43 C -0.02
44 C -0.34
45 C -0.11
46 O 0.07
47 C -0.51
48 O 0.14
49 O 0.08
50 H 0.09
51 H 0.09
52 H 0.09
53 H 0.16
54 H 0.14
55 H 0.14
56 C -0.02
57 C -0.34
58 C -0.11
59 O 0.06
60 C -0.53
61 O 0.15
62 O 0.09
63 H 0.08
64 H 0.09
65 H 0.08
66 H 0.16
67 H 0.14
68 H 0.14
69 C -0.01
70 C -0.34
71 C -0.09
72 O 0.01
73 C -0.52
74 O 0.15
75 O 0.09
76 H 0.09
77 H 0.08
78 H 0.09
79 H 0.16
80 H 0.15
81 H 0.11
82 C -0.01
83 C -0.34
84 C -0.11
85 O 0.06
86 C -0.53
87 O 0.15
88 O 0.09
89 H 0.06
90 H 0.10
91 H 0.09
92 H 0.16
93 H 0.12
94 H 0.15
95 C -0.01
96 C -0.34
97 C -0.11
98 O 0.05
99 C -0.52


Record 2
The following is a quantum chemistry calculation of 2 unconnected molecules or ions with the total composition C9H14, from the Open Molecules 2025 dataset.

Positions of all 23 atoms, in Å:
C -0.605 1.658 1.956
C -1.048 0.600 0.993
C -1.465 -0.626 1.370
C -1.658 -1.709 0.502
C -1.408 -1.552 -0.864
C -1.051 -0.195 -1.222
C -0.775 0.846 -0.381
H 0.462 1.570 2.173
H -1.281 1.591 2.850
H -0.765 2.568 1.484
H -1.823 -0.697 2.265
H -1.745 -2.623 1.066
H -1.705 -2.274 -1.595
H -1.143 -0.043 -2.258
H -0.416 1.890 -0.631
C 2.668 -0.470 -1.027
C 3.600 0.870 -1.122
H 1.677 -0.289 -1.467
H 3.017 -1.273 -1.639
H 2.548 -0.638 0.055
H 3.811 1.188 -2.118
H 4.579 0.613 -0.725
H 3.232 1.886 -0.682

LUMO, eV: 1.021
Charge: 0
Relative energy (zero: lowest compared OMol25 entry of this formula, charge and spin), eV: 1.850
Frontier orbital gap, eV: 10.02
SMILES string: Cc1ccccc1.CC
Strongest force on any atom, eV/Å: 5.9
Total energy, a.u.: -351.2622

Okay, here come the Löwdin numbers, in e, for every atom:
1 C -0.05
2 C -0.29
3 C -0.07
4 C -0.07
5 C -0.05
6 C -0.11
7 C -0.05
8 H 0.09
9 H 0.10
10 H 0.04
11 H 0.05
12 H 0.10
13 H 0.09
14 H 0.08
15 H 0.14
16 C -0.12
17 C -0.15
18 H 0.03
19 H 0.04
20 H 0.06
21 H 0.02
22 H 0.04
23 H 0.08


Record 3
The following is a quantum chemistry calculation of 6 unconnected molecules or ions with the total composition CH14N2O6, from the Open Molecules 2025 dataset.

Positions of all 23 atoms, in Å:
N -19.565 -11.125 30.965
C -18.597 -10.556 31.773
N -18.013 -9.432 31.257
O -18.268 -11.052 32.835
H -20.085 -11.933 31.245
H -19.694 -10.731 30.052
H -17.325 -8.941 31.794
H -18.436 -8.979 30.469
O -19.849 -13.489 25.906
H -20.101 -13.333 26.825
H -19.001 -13.937 25.964
O -25.032 -14.006 26.511
H -25.846 -13.943 26.004
H -24.779 -13.096 26.684
O -22.656 -13.079 29.034
H -22.702 -12.449 28.311
H -21.712 -13.206 29.182
O -23.122 -16.193 29.191
H -23.671 -16.792 28.679
H -23.668 -15.412 29.331
O -19.707 -13.359 28.892
H -18.887 -13.022 29.269
H -19.722 -14.298 29.112

LUMO, eV: 0.132
Charge: 0
Relative energy (zero: lowest compared OMol25 entry of this formula, charge and spin), eV: 0.517
Frontier orbital gap, eV: 10.33
SMILES string: NC(N)=O.O.O.O.O.O
Strongest force on any atom, eV/Å: 1.1
Total energy, a.u.: -607.4772

Okay, here come the Löwdin numbers, in e, for every atom:
1 N 0.14
2 C -0.67
3 N 0.15
4 O 0.03
5 H 0.10
6 H 0.08
7 H 0.10
8 H 0.09
9 O -0.06
10 H -0.01
11 H 0.03
12 O -0.05
13 H 0.03
14 H 0.02
15 O -0.05
16 H 0.03
17 H -0.01
18 O -0.07
19 H 0.03
20 H 0.01
21 O -0.05
22 H 0.06
23 H 0.08


Record 4
The following is a quantum chemistry calculation of 3 unconnected molecules or ions with the total composition C17H35BrNO7P2S, from the Open Molecules 2025 dataset.

Positions of all 64 atoms, in Å:
O -7.263 1.759 -4.875
P -8.553 0.683 -4.556
Br -7.873 -1.347 -5.394
C -8.726 0.342 -2.697
C -10.031 0.517 -1.876
C -10.027 0.154 -0.369
C -8.720 -0.384 0.245
N -7.504 -0.512 -0.552
P -5.975 -1.134 0.173
S -6.293 -2.011 1.880
C -7.457 -0.185 -1.953
H -7.067 2.352 -4.114
H -10.988 0.904 -2.374
H -10.943 0.242 0.295
H -8.735 -0.682 1.345
H -5.462 -2.129 -0.744
H -5.030 -0.060 0.278
H -6.493 -0.324 -2.542
C -2.940 0.928 -2.151
O -1.950 1.258 -1.197
C -1.893 0.311 -0.134
C -0.615 0.496 0.677
O 0.518 -0.127 0.076
C 1.069 0.554 -1.054
C 1.865 1.795 -0.664
O 0.989 2.899 -0.455
C 1.625 3.959 0.236
H -3.931 0.892 -1.682
H -2.940 1.698 -2.923
H -2.707 -0.034 -2.621
H -1.930 -0.708 -0.536
H -2.764 0.482 0.513
H -0.749 -0.014 1.635
H -0.419 1.547 0.897
H 0.300 0.777 -1.796
H 1.759 -0.160 -1.512
H 2.550 2.062 -1.476
H 2.440 1.593 0.247
H 1.922 3.634 1.238
H 0.912 4.778 0.335
H 2.498 4.314 -0.320
C 3.512 -2.525 2.520
O 4.747 -2.213 1.904
C 4.580 -1.356 0.780
C 5.920 -0.767 0.355
O 6.307 0.359 1.143
C 6.791 0.058 2.453
C 8.204 -0.514 2.445
O 8.171 -1.909 2.162
C 9.445 -2.408 1.801
H 2.844 -3.027 1.813
H 3.709 -3.195 3.358
H 3.039 -1.616 2.906
H 3.882 -0.546 1.024
H 4.168 -1.957 -0.041
H 5.810 -0.382 -0.663
H 6.708 -1.521 0.329
H 6.093 -0.584 2.994
H 6.818 1.017 2.978
H 8.657 -0.384 3.434
H 8.808 0.009 1.694
H 9.790 -1.935 0.876
H 9.355 -3.481 1.628
H 10.168 -2.238 2.605

LUMO, eV: -5.590
Charge: +1
Frontier orbital gap, eV: 4.72
Strongest force on any atom, eV/Å: 5.0
Total energy, a.u.: -4904.6201

Okay, here come the Löwdin numbers, in e, for every atom:
1 O -0.38
2 P 0.58
3 Br 0.25
4 C -0.35
5 C 0.02
6 C 0.03
7 C -0.01
8 N -0.26
9 P 0.39
10 S 0.22
11 C -0.05
12 H 0.06
13 H 0.13
14 H 0.12
15 H 0.10
16 H 0.02
17 H -0.01
18 H 0.12
19 C -0.11
20 O -0.19
21 C -0.20
22 C -0.17
23 O -0.14
24 C -0.17
25 C -0.19
26 O -0.21
27 C -0.10
28 H 0.05
29 H 0.10
30 H 0.09
31 H 0.13
32 H 0.10
33 H 0.13
34 H 0.12
35 H 0.12
36 H 0.13
37 H 0.13
38 H 0.12
39 H 0.09
40 H 0.09
41 H 0.09
42 C -0.11
43 O -0.20
44 C -0.20
45 C -0.17
46 O -0.14
47 C -0.18
48 C -0.20
49 O -0.21
50 C -0.11
51 H 0.09
52 H 0.09
53 H 0.09
54 H 0.12
55 H 0.13
56 H 0.12
57 H 0.12
58 H 0.12
59 H 0.13
60 H 0.13
61 H 0.13
62 H 0.09
63 H 0.09
64 H 0.09